Record 1
# C40H114N6O14

14 unconnected molecules or ions with the total composition C40H114N6O14 (ωB97M-V with the def2-TZVPD basis set, the Open Molecules 2025 dataset).

XYZ file:
```
174
Properties=species:S:1:pos:R:3:forces:R:3
C -3.187 -4.303 1.375 0.2077 -0.2866 0.7211
H -2.300 -4.673 0.860 0.0980 0.4845 -0.7482
H 2.427 -4.471 -5.955 -0.0140 -0.2867 0.0279
H 3.034 -0.646 -0.945 -0.3519 0.2268 0.5462
H -5.020 4.451 0.583 0.4745 0.1995 0.5642
O -0.437 2.312 5.742 2.2287 0.1595 0.3056
H 4.856 -2.666 -0.791 0.1276 -0.4735 0.6217
H 1.319 3.140 -4.615 0.0775 0.2800 0.0777
H -0.316 1.288 -1.069 -0.1901 -0.1531 -0.0158
C 4.085 -0.855 2.897 -1.1817 -1.1908 -1.0246
H -4.130 -2.550 3.104 -0.0161 -0.1002 -0.1371
H -6.531 -1.865 -0.329 -0.5430 0.2580 0.2374
H 7.286 1.723 -2.810 -0.7502 -0.6066 -0.3838
O 0.862 -0.445 -1.094 1.3734 0.1751 -0.5877
C -5.148 0.998 -2.960 -0.0192 -0.7890 -0.6704
H 0.715 -2.268 -1.343 0.0282 0.3946 0.4307
H -5.429 -2.713 -1.318 0.0314 -0.8099 -0.0192
H 1.421 -5.966 -0.775 0.2426 0.4480 -0.0882
C -2.045 6.503 2.678 0.6762 0.1728 0.0769
C -1.343 -0.053 -4.007 -0.3440 0.6452 1.2641
H -3.774 0.885 2.800 0.0672 -0.4942 -0.3867
H 3.093 -5.632 -3.543 0.5399 0.3461 -0.7620
H 2.251 3.896 1.089 -0.0637 -0.6225 0.1655
H -0.721 -4.469 2.830 0.3452 -0.3662 -1.1233
H 2.616 -3.344 -3.492 -0.0459 0.4545 0.0789
C -4.508 0.409 3.450 1.4185 1.8652 1.8198
H -2.087 1.405 6.242 -0.9837 0.1672 0.2869
H 3.958 4.997 -2.547 0.0780 -0.0119 -0.1749
H -1.099 -2.153 -4.436 0.8222 0.1219 0.1273
H -4.663 3.852 -0.959 0.4876 -0.1043 -0.1905
C -0.372 0.163 0.839 -0.8935 -1.1202 -2.8424
C 5.814 -3.463 -2.491 -0.1485 0.9000 0.1513
H 4.475 -4.454 -1.122 0.0297 0.2151 0.3854
C 7.527 -1.415 1.597 -0.2625 -0.2864 -0.4829
H -6.531 -0.364 3.311 0.1173 0.1139 0.4137
C -2.031 4.464 1.474 -3.5282 1.3442 -1.0271
H -2.536 -1.933 -3.692 -0.5257 0.7602 0.3128
O 0.156 4.916 -2.958 0.0221 -1.2748 -0.7553
H -1.305 1.034 -5.588 -0.1499 0.0456 -0.1815
C 4.672 -3.457 -1.517 -0.3655 0.8745 -0.0856
H -3.985 -5.124 -0.803 0.0842 -0.0647 -0.0298
H -2.423 -0.221 -0.002 0.1656 0.0369 -0.3471
C 5.827 1.594 -1.141 1.5114 -0.1370 2.2075
H 4.706 2.299 -2.669 -0.1025 0.9948 -0.8589
C -4.224 4.452 -0.162 1.7543 0.3959 -0.2479
O -6.212 -1.140 -2.246 0.9032 2.1339 -1.4808
H -2.657 -5.175 3.204 -0.5076 -0.2373 0.1887
H -4.456 1.781 -2.650 0.3681 -0.3007 0.2764
H -4.012 5.454 -0.537 -0.5012 0.1381 0.1147
H 5.663 0.234 1.766 0.1862 0.0319 0.4445
H 4.652 -0.825 0.860 0.2694 -0.4051 -0.3476
H -1.972 3.114 6.863 -0.1959 -0.0247 0.0512
C 7.231 1.728 -1.722 1.3934 1.9102 -0.8201
H -0.999 4.114 1.508 0.1259 0.5381 -0.0394
H 3.778 -3.078 -2.013 -0.2006 -0.3012 -0.1908
H -0.320 0.282 -3.839 0.4023 -0.5615 -0.3187
C -1.527 -1.522 -3.657 -0.1499 -0.1832 -0.5091
H -1.115 -1.740 -2.672 0.1453 -0.0705 -0.2109
C 1.279 2.740 -3.602 -1.2308 1.2669 0.4317
H -5.355 -0.975 2.188 -0.1519 -0.3320 -0.2512
H -0.190 -5.544 -0.244 -0.0937 0.2653 -0.2180
C 3.371 -2.220 2.746 0.9928 -1.4624 0.5778
N -3.146 2.415 0.484 -0.0046 -0.4737 0.5296
H -6.797 2.361 -2.292 0.0282 -0.5542 0.5063
H 3.758 2.339 -1.245 0.0406 -0.6048 0.5134
H -3.688 2.258 1.322 -0.7666 0.2851 0.1021
H -2.065 2.286 3.881 -0.3176 -0.1679 0.1919
H 0.895 -4.085 -5.153 -0.1531 0.4152 -0.0274
H -1.372 0.992 2.348 -0.4680 -0.2055 0.1420
C -3.587 -3.295 3.684 -1.5274 -0.0451 0.6503
C 1.173 -3.768 -0.086 -1.0534 -1.1577 -1.4542
H -2.160 3.944 4.416 0.7483 0.0341 0.5019
H -3.641 -3.394 0.981 0.6708 0.4740 -0.1650
H 4.520 -0.796 3.895 0.0084 0.2102 -0.0665
H 2.180 3.007 -3.050 0.2256 -0.2243 -0.3553
O -2.285 5.947 1.407 1.0725 -2.0201 0.6054
C 2.101 -5.341 -3.890 -0.6026 -0.8943 -0.9923
H 2.536 -2.301 2.049 -0.1915 0.7802 0.1131
N -0.851 1.304 1.541 -0.6468 0.3607 0.8990
O 1.167 2.527 3.245 -1.5185 -1.7488 -0.2245
C 0.868 -5.358 -0.059 -0.4277 1.7522 0.4250
C -6.506 1.638 -3.054 -1.1824 0.2706 -1.0579
C 2.548 4.030 2.129 0.5121 2.0227 0.4422
C -5.664 -0.073 2.717 -0.8103 -1.5139 -1.1878
H 3.526 3.635 2.405 -0.3515 -0.9146 -0.3105
C -2.676 -4.153 2.828 -1.1817 -0.4486 0.2909
C 4.070 4.765 -1.488 -1.2614 0.7985 0.0411
N 5.475 0.223 -1.422 -0.9727 -0.2248 -0.6693
H 7.831 -0.475 2.057 0.0051 0.0263 0.2645
H 7.612 -1.304 0.516 -0.0637 0.1465 -0.2904
H -3.273 -2.763 4.582 1.3389 0.0829 -0.2618
H -5.644 -4.959 -0.157 -0.0150 0.1586 -0.0517
H -4.837 -6.541 -0.079 -0.1501 0.0450 -0.6405
H 8.215 -2.223 1.847 -0.0500 0.0949 0.2918
H 7.811 2.645 -1.614 -0.5078 0.6063 0.8553
H 0.613 2.412 4.020 -0.3308 -0.3488 0.4531
H -5.385 0.255 -1.026 0.7295 -0.2439 0.6203
H -6.618 2.204 -3.978 0.7418 0.2896 -0.1329
H -3.804 0.294 -4.330 0.5882 0.6801 -0.0500
H -2.608 4.102 2.325 0.3987 0.0867 0.5216
O -1.819 0.287 -5.273 0.2526 -0.4494 -1.5291
C 0.336 0.684 -0.439 0.5743 -0.6557 2.0652
H 0.008 1.966 6.519 0.3060 -0.0245 -0.0045
H 0.331 3.262 -1.732 -0.4471 -0.2586 0.0499
H 3.999 -3.047 2.415 0.6684 0.1597 -0.1422
H -7.192 -2.788 -1.755 0.0991 -0.1385 0.3136
H -1.037 6.288 3.034 0.4699 -0.0088 -0.1467
C 2.220 -0.289 -1.575 -0.8239 -0.3497 -1.3064
H -6.983 0.979 1.715 0.0340 -0.0658 -0.0330
H 2.254 -3.631 -0.053 0.0412 0.1751 0.2079
C -4.685 -5.463 -0.039 0.0009 -0.6136 0.8625
N 3.027 0.165 2.735 1.0261 0.9270 -0.0733
H 3.083 -2.593 3.728 -0.5843 0.2451 0.0988
H 1.647 -5.010 -2.956 -0.6376 0.2188 -0.2277
H -1.822 -1.434 1.125 -0.4083 0.0688 0.3340
H -5.142 -0.352 -4.484 -1.0415 -0.1441 -0.0963
H 6.338 -0.290 -1.309 -0.0236 -0.5118 0.2459
H 1.940 4.064 4.166 0.4459 0.5204 0.1389
C -2.366 2.917 4.718 -1.4046 0.5235 0.5161
H -3.443 2.972 4.876 -0.2929 -0.4761 -0.5757
H -2.124 7.589 2.631 -0.2887 -0.0775 -0.0982
H -1.255 -1.581 -0.427 0.3146 0.6542 -0.4166
N -1.331 -3.665 2.866 1.7106 0.2349 0.2391
H -2.277 1.967 0.739 0.2787 -0.2102 -0.2823
O -4.180 -5.298 1.283 -0.0419 0.0279 0.3790
H 1.155 1.287 -0.047 0.2825 0.4749 -0.3515
C -1.795 2.434 6.030 0.0744 -0.1485 -1.1990
O 7.068 -3.553 -1.814 -0.0834 -0.9082 -0.3748
C -2.840 3.822 0.283 -0.5243 -0.6564 -0.2369
H 5.584 -4.244 -3.215 0.7266 -0.0655 -0.3051
O 0.633 -3.224 -1.325 0.5053 -1.5046 -0.2846
H -2.090 3.700 -0.498 -0.3975 0.9619 -0.8713
H 2.788 5.092 2.190 -0.0729 0.4849 -0.2611
O -6.028 0.892 1.759 -0.2528 0.6898 -0.3485
H -1.884 0.653 -3.377 -0.3230 -0.4479 1.1138
H -7.253 0.876 -3.274 -0.2636 -0.1487 0.8312
H 3.098 4.448 -1.110 -0.3658 -0.7572 -0.1628
O 6.228 -1.833 1.965 -1.8412 1.8184 0.1115
H 0.701 4.596 3.137 -0.6426 -0.3249 -0.5717
H 5.895 -2.494 -2.983 -0.4331 -0.0976 -0.3745
H 0.324 -0.348 1.505 0.2673 -0.7608 -0.5484
H -4.783 1.256 4.078 -0.2710 0.0731 0.2332
H 5.847 1.699 -0.056 0.3812 0.1132 0.2291
H 2.411 0.714 -1.959 -0.0351 0.2123 0.5243
O 5.079 3.862 -1.218 0.8381 -0.6081 -0.2227
H 1.631 -6.265 -4.224 -0.2442 -0.1221 0.2360
C -6.378 -2.179 -1.362 1.1044 -0.1860 0.2549
H 5.424 0.317 -2.426 -0.4436 -0.9986 -0.7383
H 4.140 5.697 -0.926 1.0013 0.0651 -0.0857
C 1.964 -4.235 -4.997 0.3638 -2.5036 1.4799
C 1.494 3.850 3.195 1.9212 1.0682 0.4431
C 0.108 3.447 -2.783 1.4326 0.9732 -0.2205
H 2.278 0.102 3.410 0.3289 -0.1224 0.4897
H 0.633 -3.166 0.645 0.3437 -0.6778 0.8950
H -1.097 -3.468 3.829 -0.4229 0.9231 0.3962
H -0.900 3.133 -3.052 0.1242 -0.1321 0.0098
H 7.306 -4.482 -1.854 0.3649 -0.0288 0.2995
H -2.663 6.097 3.478 -0.6585 0.0075 -0.1310
C 4.768 2.533 -1.606 -0.2189 0.4396 -0.3984
H 7.975 0.995 -1.410 -0.5449 -0.4916 0.3935
H -0.096 1.808 1.983 0.5841 0.2006 -0.1647
H 2.247 -0.884 -2.488 0.1517 -0.3230 -0.0575
O 2.652 -3.190 -4.439 0.6637 2.4086 0.1668
H -3.982 -0.270 4.121 -0.2079 -0.4156 -0.2718
H 1.192 1.662 -3.738 -0.1573 0.0130 0.5171
C -5.103 -0.192 -1.980 -2.1751 0.3752 0.4936
C 5.183 -0.745 1.808 0.4800 -0.8505 0.4028
H 0.367 5.401 -2.157 -0.0190 -0.4793 0.2165
C -1.547 -0.804 0.279 0.8855 0.3443 2.3869
H -4.134 -0.690 -2.005 0.0137 -0.1351 0.1947
H 2.530 0.071 1.861 0.3160 -0.1704 -0.4149
N -4.775 0.574 -4.317 0.5359 -0.4340 -0.1550
H -4.316 -3.923 4.197 -0.5117 -0.2672 -0.5953
H 1.031 -5.787 0.930 0.3542 0.2121 0.1351
```
Positions in Å, forces in eV/Å.

Computed properties:
DFT total energy (a.u.): -2973.900050
E_HOMO (hartree): -0.3103
LUMO (eV): 0.08
Gap between HOMO and LUMO (eV): 8.53
Energy relative to the best compared isomer or geometry (same formula, charge and spin) (kcal per mole): 163.3

Löwdin atomic charge list, values in e, 5 entries: -0.195, 0.113, 0.111, 0.064, 0.073

---

Record 2
# CH3N2O2

2 unconnected molecules or ions with the total composition CH3N2O2 (ωB97M-V with the def2-TZVPD basis set, the Open Molecules 2025 dataset).

XYZ file:
```
8
Properties=species:S:1:pos:R:3:forces:R:3
H 1.068 -1.039 0.766 0.3385 1.0130 -0.6594
O 1.394 0.269 -0.788 -0.4031 0.2821 0.8902
N 1.550 -0.119 0.574 -1.2835 0.3716 1.4834
C -1.114 0.665 -0.940 -1.1473 -1.7093 1.6949
N -1.565 -0.176 -0.214 -0.1915 2.8558 -2.5641
O -2.378 -0.867 0.336 -0.7194 -1.4968 1.3539
H 0.026 0.729 -1.032 2.3952 -0.1743 -0.0562
H 1.018 0.538 1.298 1.0112 -1.1420 -2.1426
```
Positions in Å, forces in eV/Å.

Computed properties:
DFT total energy (a.u.): -299.736366
E_HOMO (alpha / beta) (hartree): -0.1000 / -0.1000
LUMO (alpha / beta) (eV): 4.54 / 4.54
Gap between HOMO and LUMO (alpha / beta) (eV): 7.26 / 7.26
Energy relative to the best compared isomer or geometry (same formula, charge and spin) (kcal per mole): 121.7
Total charge: -1

Löwdin atomic charge list, values in e, 5 entries: 0.026, -0.476, -0.216, 0.028, -0.282